Below is a molecular structure, C33H36Cl5NOP2S4Ta at a distorted geometry, with properties calculated with ωB97M-V/def2-TZVPD.

For the frontier orbital gap, the calculation gives 5.848 eV. The net charge is +1. The calculation puts the highest occupied orbital energy at -10.15 eV. Its total energy is -164422.5964 eV.

Cartesian coordinates (Å):
Ta (-0.1624, 0.3539, 0.1363)
C (-1.3335, -2.2856, -4.1855)
C (-0.1161, -1.4931, -3.7016)
C (0.9473, -2.4310, -3.1274)
P (-0.3748, -0.0042, -2.6084)
C (-1.5017, 1.1520, -3.5252)
C (-2.9243, 1.1311, -2.9532)
C (-1.5524, 0.9550, -5.0445)
C (1.2808, 0.7242, -2.7244)
C (1.7059, 1.5790, -3.7350)
C (2.9235, 2.2294, -3.6410)
C (3.7008, 2.0509, -2.5031)
C (3.2870, 1.2020, -1.4926)
C (2.0966, 0.4904, -1.6204)
N (1.6074, -0.4113, -0.5916)
C (2.5612, -1.1845, 0.1384)
C (3.8740, -1.3890, -0.2805)
C (4.7992, -2.0102, 0.5443)
C (4.4453, -2.4315, 1.8168)
C (3.1215, -2.3109, 2.2089)
C (2.1758, -1.7335, 1.3691)
P (0.3941, -1.7690, 1.6622)
C (0.1185, -2.0031, 3.4702)
C (-1.2900, -1.6044, 3.9278)
C (0.4385, -3.4107, 4.0021)
C (-0.1736, -3.2554, 0.6945)
C (0.8269, -4.4086, 0.6453)
C (-1.5643, -3.7389, 1.1254)
H (-1.1169, -2.6857, -5.1783)
H (-2.2476, -1.7000, -4.2579)
H (-1.5287, -3.1393, -3.5364)
H (0.3192, -0.9783, -4.5618)
H (0.5632, -2.9654, -2.2554)
H (1.8605, -1.9093, -2.8418)
H (1.2105, -3.1789, -3.8785)
H (-1.0592, 2.1272, -3.3161)
H (-3.4017, 0.1592, -3.1063)
H (-3.5292, 1.8800, -3.4701)
H (-2.9490, 1.3630, -1.8877)
H (-2.0424, 0.0215, -5.3194)
H (-0.5786, 0.9753, -5.5300)
H (-2.1431, 1.7674, -5.4721)
H (1.0724, 1.7717, -4.5878)
H (3.2495, 2.8918, -4.4319)
H (4.6297, 2.5950, -2.3883)
H (3.8755, 1.1133, -0.5906)
H (4.1867, -1.0617, -1.2621)
H (5.8149, -2.1400, 0.1897)
H (5.1795, -2.8637, 2.4836)
H (2.8289, -2.6647, 3.1862)
H (0.8320, -1.2903, 3.8940)
H (-2.0576, -2.2060, 3.4401)
H (-1.5044, -0.5538, 3.7553)
H (-1.3723, -1.7840, 5.0023)
H (-0.3799, -4.0977, 3.7977)
H (0.5434, -3.3512, 5.0869)
H (1.3491, -3.8493, 3.6072)
H (-0.2630, -2.8467, -0.3164)
H (1.0656, -4.7852, 1.6389)
H (1.7583, -4.1314, 0.1524)
H (0.3764, -5.2303, 0.0825)
H (-1.5018, -4.3514, 2.0228)
H (-1.9918, -4.3593, 0.3371)
H (-2.2645, -2.9250, 1.3138)
O (0.4653, 6.7734, 2.6809)
C (0.4507, 5.6971, 2.1670)
S (-0.5579, 5.2900, 0.7522)
C (-0.0101, 3.6411, 0.6198)
C (0.8860, 3.1967, 1.5176)
S (1.5591, 1.5913, 1.4394)
S (1.4275, 4.3153, 2.7381)
S (-0.6636, 2.6323, -0.6442)
Cl (-2.8304, -2.0936, -1.5502)
C (-3.2529, -1.0603, -0.2265)
C (-2.2834, -0.2780, 0.4021)
C (-2.7684, 0.4814, 1.4538)
Cl (-1.4875, 1.3705, 2.2407)
C (-4.0723, 0.5607, 1.8900)
Cl (-4.4877, 1.5618, 3.2139)
C (-5.0094, -0.2197, 1.2209)
Cl (-6.6476, -0.1790, 1.7033)
C (-4.5960, -1.0351, 0.1636)
Cl (-5.7535, -2.0026, -0.6537)

Below is a molecular structure, C33H36F4IrN4OTe at a distorted geometry, with properties calculated with ωB97M-V/def2-TZVPD.

For the frontier orbital gap (spin up / spin down), the calculation gives 6.466 / 6.054 eV. The net charge is +1. The calculation puts the highest occupied orbital energy (spin up / spin down) at -10.44 / -10.58 eV. Its total energy is -63804.8002 eV.

Cartesian coordinates (Å):
Ir (-0.5913, -0.3637, 0.1777)
C (-4.3590, -2.5459, 0.6341)
C (-2.9524, -2.8939, 1.1054)
N (-2.1322, -1.8005, 1.6641)
C (-1.0617, -2.3906, 2.4856)
C (-0.0342, -3.1832, 1.6819)
C (-2.9118, -0.8424, 2.4587)
C (-2.2822, 0.5526, 2.4708)
N (-2.0534, 0.9884, 1.1176)
C (-1.8739, 2.2859, 0.8530)
C (-1.8616, 2.7003, -0.5008)
F (-2.0950, 1.7542, -1.4568)
C (-1.5743, 3.9827, -0.9070)
F (-1.4409, 4.2151, -2.2203)
C (-1.3977, 4.9987, 0.0182)
C (-1.4679, 4.6550, 1.3605)
F (-1.2968, 5.6029, 2.2858)
C (-1.6605, 3.3480, 1.7746)
F (-1.5810, 3.0902, 3.0934)
H (-4.6959, -3.3231, -0.0492)
H (-4.3932, -1.5970, 0.1105)
H (-5.0577, -2.5139, 1.4645)
H (-2.3954, -3.2999, 0.2600)
H (-3.0408, -3.6947, 1.8533)
H (-1.5055, -3.0435, 3.2537)
H (-0.5409, -1.5712, 2.9822)
H (-0.4526, -4.0862, 1.2438)
H (0.7820, -3.4750, 2.3384)
H (0.3773, -2.5503, 0.8859)
H (-3.0242, -1.1866, 3.4953)
H (-3.9029, -0.7452, 2.0202)
H (-1.3430, 0.5438, 3.0360)
H (-2.9651, 1.2321, 2.9919)
H (-1.1876, 6.0073, -0.2906)
N (-1.1117, -5.6123, -3.9024)
C (-1.5176, -4.6171, -3.5106)
C (-2.0275, -3.4040, -2.9814)
C (-3.3108, -2.9537, -3.3011)
C (-3.7512, -1.7887, -2.7006)
C (-2.9093, -1.1210, -1.8240)
N (-1.6789, -1.5420, -1.5224)
C (-1.2468, -2.6629, -2.0932)
H (-3.9384, -3.5150, -3.9784)
H (-4.7374, -1.4022, -2.9061)
H (-3.2308, -0.2164, -1.3359)
H (-0.2522, -3.0121, -1.8456)
Te (0.7359, 1.4094, -1.7241)
C (2.0339, 0.4463, -3.1246)
C (2.4868, -0.8558, -2.9883)
C (3.4622, -1.3323, -3.8504)
C (3.9811, -0.5138, -4.8375)
C (3.4998, 0.7753, -4.9944)
C (2.5227, 1.2552, -4.1406)
C (2.4156, 2.0698, -0.6049)
C (3.5684, 1.3096, -0.4716)
C (4.6293, 1.7870, 0.2789)
C (4.5440, 3.0208, 0.9017)
C (3.3890, 3.7760, 0.7746)
C (2.3246, 3.3027, 0.0273)
H (2.0910, -1.4928, -2.2072)
H (3.8264, -2.3424, -3.7511)
H (4.7587, -0.8796, -5.4889)
H (3.8925, 1.4075, -5.7737)
H (2.1393, 2.2611, -4.2540)
H (3.6386, 0.3386, -0.9411)
H (5.5152, 1.1820, 0.3947)
H (5.3742, 3.3846, 1.4867)
H (3.3151, 4.7309, 1.2712)
H (1.4227, 3.8936, -0.0745)
C (2.7406, -0.8397, 2.6815)
C (1.9049, 0.4128, 2.3617)
C (1.3793, 1.0387, 3.6662)
O (0.9072, 0.1443, 1.4686)
H (3.5843, -0.5607, 3.3055)
H (3.1071, -1.2767, 1.7567)
H (2.1346, -1.5748, 3.2070)
H (2.5910, 1.1482, 1.8933)
H (0.8028, 0.3064, 4.2284)
H (0.7475, 1.8977, 3.4574)
H (2.2187, 1.3679, 4.2732)

Below is 8 unconnected molecules or ions with the total composition C33H36F7IN3O22P at a distorted geometry, with properties calculated with ωB97M-V/def2-TZVPD.

For the frontier orbital gap, the calculation gives 7.223 eV. The calculation puts the highest occupied orbital energy at -7.71 eV. Its SMILES is N#CC[C@](C#N)(CCCCn1cccc1)P(O)I.O=C1OC[C@@H](F)O1.O=C1OC[C@@H](F)O1.O=C1OC[C@@H](F)O1.O=C1OC[C@@H](F)O1.O=C1OC[C@@H](F)O1.O=C1OC[C@@H](F)O1.O=C1OC[C@@H](F)O1. Its total energy is -120732.2154 eV.

Cartesian coordinates (Å):
N (2.3103, 3.4708, -1.4580)
C (2.6464, 2.6824, -0.7037)
C (2.9738, 1.5840, 0.1874)
C (1.8077, 0.6101, 0.4538)
C (2.3703, -0.5933, 1.0419)
N (2.7444, -1.5325, 1.5759)
C (0.9822, 0.2272, -0.8054)
C (1.7812, -0.0512, -2.0809)
C (2.2604, -1.5114, -2.2006)
C (3.4344, -1.6093, -3.1919)
N (4.6390, -2.1376, -2.5727)
C (4.7785, -3.2658, -1.8073)
C (6.1007, -3.3809, -1.4665)
C (6.8156, -2.2758, -2.0208)
C (5.8591, -1.5450, -2.6876)
P (0.6317, 1.2403, 1.8104)
O (-0.6631, 0.2422, 1.6292)
I (-0.2388, 3.3805, 1.0504)
H (3.7974, 1.0118, -0.2343)
H (3.3416, 1.9858, 1.1342)
H (0.1988, 0.9637, -0.9758)
H (0.4667, -0.6989, -0.5520)
H (2.6352, 0.6090, -2.2297)
H (1.1122, 0.1416, -2.9201)
H (2.5107, -1.9526, -1.2401)
H (1.4444, -2.0828, -2.6376)
H (3.1505, -2.2395, -4.0367)
H (3.7244, -0.6486, -3.6112)
H (3.9603, -3.9131, -1.5461)
H (6.5517, -4.1714, -0.8911)
H (7.8649, -2.0733, -1.9488)
H (6.0964, -0.6489, -3.2365)
H (-0.4516, -0.5381, 2.1654)
O (0.4278, -3.8231, -3.3911)
C (-0.5503, -3.5501, -4.0112)
O (-0.7326, -2.3931, -4.6800)
C (-1.9643, -2.4988, -5.4117)
C (-2.6987, -3.5593, -4.6263)
F (-3.4907, -4.3107, -5.4179)
O (-1.6328, -4.3606, -4.1317)
H (-1.7558, -2.8212, -6.4319)
H (-2.4869, -1.5470, -5.4373)
H (-3.2840, -3.1784, -3.7879)
O (-5.4163, -3.9767, -7.7793)
C (-5.4865, -5.1580, -7.8118)
O (-4.4987, -5.9778, -8.2498)
C (-4.9083, -7.3269, -8.0026)
C (-6.4116, -7.1901, -7.9363)
F (-6.9621, -8.0802, -7.0767)
O (-6.5746, -5.8816, -7.4200)
H (-4.4914, -7.6673, -7.0539)
H (-4.5737, -7.9875, -8.7981)
H (-6.9171, -7.2643, -8.9007)
O (-3.6563, 8.6311, 4.9402)
C (-2.9324, 7.8851, 4.3741)
O (-2.8730, 7.7364, 3.0262)
C (-1.7856, 6.8540, 2.7333)
C (-1.6448, 6.0934, 4.0278)
F (-0.3549, 5.7429, 4.2685)
O (-2.0451, 7.0504, 4.9912)
H (-0.8932, 7.4381, 2.5028)
H (-2.0196, 6.2122, 1.8875)
H (-2.2793, 5.2118, 4.1029)
O (3.7640, -7.9667, -0.7059)
C (2.7893, -7.7114, -1.3253)
O (2.5837, -6.5586, -2.0095)
C (1.3541, -6.6879, -2.7352)
C (0.6386, -7.7531, -1.9421)
F (-0.1529, -8.5270, -2.7299)
O (1.7054, -8.5378, -1.4436)
H (1.5660, -7.0175, -3.7542)
H (0.8195, -5.7394, -2.7694)
H (0.0479, -7.3749, -1.1058)
O (-6.7340, 1.8743, 5.3902)
C (-5.8636, 2.5430, 5.8302)
O (-5.0330, 2.1770, 6.8362)
C (-4.0371, 3.1969, 6.9754)
C (-4.7287, 4.3926, 6.3771)
F (-3.8503, 5.2372, 5.7709)
O (-5.5623, 3.8087, 5.3962)
H (-3.1462, 2.9104, 6.4126)
H (-3.7673, 3.3377, 8.0127)
H (-5.3369, 4.9612, 7.0824)
O (-3.8093, 3.2742, 10.4146)
C (-3.7635, 4.4574, 10.4122)
O (-3.3906, 5.2054, 9.3378)
C (-3.6012, 6.5847, 9.6770)
C (-3.5577, 6.5446, 11.1862)
F (-4.3692, 7.4752, 11.7381)
O (-4.0680, 5.2526, 11.4716)
H (-4.5740, 6.9080, 9.3049)
H (-2.8283, 7.2136, 9.2436)
H (-2.5585, 6.6405, 11.6140)
O (7.3699, 0.4528, -1.1974)
C (7.0599, 1.5093, -1.6244)
O (5.8551, 2.1169, -1.4252)
C (5.9270, 3.4333, -1.9927)
C (7.0341, 3.2756, -3.0065)
F (7.7432, 4.4200, -3.1600)
O (7.8592, 2.2936, -2.4097)
H (6.1904, 4.1517, -1.2152)
H (4.9772, 3.7190, -2.4368)
H (6.7040, 2.9249, -3.9861)

Q: Look up the total energy of the third one.
A: -120732.2154 eV